1.
{"formula": "C54H120BrN6", "method": "the ωB97M-V functional and the def2-TZVPD basis", "multiplicity": 1, "lumo_energy_ev": -7.0395, "total_charge": 5, "elements": ["Br", "N", "N", "N", "N", "N", "N", "C", "C", "C", "C", "C", "C", "C", "C", "C", "C", "C", "C", "C", "C", "C", "C", "C", "C", "C", "C", "C", "C", "C", "C", "C", "C", "C", "C", "C", "C", "C", "C", "C", "C", "C", "C", "C", "C", "C", "C", "C", "C", "C", "C", "C", "C", "C", "C", "C", "C", "C", "C", "C", "C", "H", "H", "H", "H", "H", "H", "H", "H", "H", "H", "H", "H", "H", "H", "H", "H", "H", "H", "H", "H", "H", "H", "H", "H", "H", "H", "H", "H", "H", "H", "H", "H", "H", "H", "H", "H", "H", "H", "H", "H", "H", "H", "H", "H", "H", "H", "H", "H", "H", "H", "H", "H", "H", "H", "H", "H", "H", "H", "H", "H", "H", "H", "H", "H", "H", "H", "H", "H", "H", "H", "H", "H", "H", "H", "H", "H", "H", "H", "H", "H", "H", "H", "H", "H", "H", "H", "H", "H", "H", "H", "H", "H", "H", "H", "H", "H", "H", "H", "H", "H", "H", "H", "H", "H", "H", "H", "H", "H", "H", "H", "H", "H", "H", "H", "H", "H", "H", "H", "H", "H"], "coordinates": [[-6.401, 3.513, 0.817], [8.183, 4.619, 8.648], [3.417, 6.269, -10.176], [-10.108, -3.068, -2.836], [0.451, 3.329, -1.673], [3.973, -9.987, 0.605], [-5.717, -1.938, 6.030], [5.372, 7.787, -9.712], [-11.115, -3.905, -3.768], [4.013, -7.532, -0.177], [-3.752, -0.318, 6.568], [-0.115, 2.497, -0.532], [-8.254, -1.755, -4.019], [-12.386, -6.070, -4.120], [-8.693, -3.700, -2.656], [7.622, 3.346, 7.941], [-1.046, 1.332, -1.179], [0.452, 2.387, -2.917], [3.067, 4.850, -10.629], [4.665, 7.629, 9.256], [-6.558, -2.465, 4.892], [-2.576, 0.520, 6.075], [3.059, 4.688, -12.129], [3.863, -12.360, 0.429], [8.743, 4.696, 6.202], [-0.589, 4.406, -2.054], [-10.656, -2.635, -1.469], [3.383, -9.840, 2.003], [1.437, 2.803, -12.536], [4.480, 7.560, -8.469], [2.555, -11.807, -0.169], [3.374, 5.423, 0.094], [3.673, 6.267, -8.667], [1.964, 4.880, -0.238], [8.796, 4.203, 9.998], [7.137, 5.752, 8.863], [-1.715, 1.226, 7.098], [4.829, -6.175, -0.217], [-11.389, -5.297, -3.293], [2.181, 7.206, -10.592], [-0.614, 1.352, -2.660], [3.968, -4.949, -0.203], [5.986, 5.476, 9.830], [-12.557, -7.548, -3.814], [7.541, 3.734, 6.445], [9.242, 5.119, 7.629], [5.328, 6.746, 10.334], [-5.134, -3.222, 6.591], [2.923, 3.166, -12.441], [-7.934, -3.190, -3.867], [3.395, 6.358, 1.315], [-6.616, -1.275, 7.075], [4.891, -8.737, 0.269], [2.855, -10.369, -0.404], [-6.970, -3.861, 5.232], [4.842, -11.274, 0.552], [-9.756, -1.741, -3.683], [-4.642, -0.976, 5.486], [1.873, 3.861, -1.405], [-5.991, -4.425, 6.214], [4.621, 6.995, -10.851], [-1.204, 0.567, 7.800], [3.775, 5.946, -0.774], [-7.917, -0.987, -3.323], [-5.399, -5.220, 5.761], [2.630, -9.052, 2.036], [3.825, 8.183, 9.673], [-6.086, -0.898, 7.949], [-8.146, -3.778, -4.760], [-0.865, 1.749, 6.660], [-11.971, -6.068, -5.128], [9.516, 3.404, 9.822], [-4.917, -3.189, 7.659], [-1.382, 1.606, -3.390], [-8.833, -4.778, -2.584], [-11.673, -2.284, -1.647], [3.776, -12.935, 1.351], [-11.592, -8.041, -3.931], [5.633, -8.551, 1.045], [-10.321, -1.737, -4.615], [4.606, -4.108, -0.475], [-2.113, 1.513, -1.046], [6.608, 4.140, 6.055], [4.416, 7.668, -11.684], [3.379, 2.584, -11.639], [-4.093, -1.602, 4.782], [-13.202, -8.179, -4.424], [10.084, 4.452, 7.812], [4.167, -9.673, 2.742], [-7.983, -3.697, 5.599], [-0.110, 5.030, -2.808], [-10.674, -3.587, -0.940], [2.701, 7.186, 1.170], [2.032, 6.951, -11.642], [4.125, 7.153, 8.437], [-6.872, -3.287, -3.641], [1.280, 6.870, -10.079], [-4.173, -3.254, 6.078], [-10.491, -5.908, -3.385], [2.002, -9.713, -0.232], [1.550, 4.313, 0.596], [3.268, 5.922, 2.306], [4.564, 6.543, 11.085], [3.247, -10.281, -1.417], [9.607, 6.109, 7.902], [3.819, 4.143, -10.276], [-2.919, 1.247, 5.338], [8.331, 2.531, 8.088], [7.674, 6.658, 9.143], [0.776, 3.315, -11.838], [-3.377, -1.003, 7.328], [3.994, 4.548, 0.288], [-6.463, -4.825, 7.112], [-1.046, 5.024, -1.281], [-7.130, -4.505, 4.367], [-12.082, -3.406, -3.833], [4.323, -13.013, -0.313], [2.339, 4.171, -2.340], [-1.402, 3.861, -2.534], [-13.323, -5.528, -4.248], [4.353, 6.873, 1.375], [3.480, -7.765, -1.099], [2.424, 8.267, -10.540], [-10.077, -1.904, -0.905], [2.817, -10.740, 2.245], [3.384, 3.083, -13.425], [5.559, -11.178, -0.264], [6.399, 7.483, -9.512], [-7.453, -1.869, 4.709], [2.198, 5.216, -12.539], [1.327, 1.725, -12.415], [-7.101, -0.464, 6.531], [8.040, 3.789, 10.664], [5.416, -11.325, 1.477], [7.739, 2.875, 5.804], [-0.242, 0.329, -2.722], [-12.896, -7.655, -2.784], [5.426, -6.181, 0.695], [-7.354, -1.948, 7.511], [5.502, 8.868, -9.760], [-8.190, -3.330, -1.762], [5.539, -9.138, -0.510], [2.663, 6.250, -8.257], [5.254, 6.164, -11.162], [2.445, 2.972, -1.139], [8.543, 5.576, 5.589], [5.417, -6.239, -1.133], [3.165, -5.042, -0.934], [-10.606, -3.951, -4.730], [-2.379, 1.872, 7.671], [-5.216, -0.166, 5.037], [3.559, -4.743, 0.786], [5.408, 8.369, 8.957], [1.293, 5.737, -0.291], [-0.594, 3.319, -0.001], [6.156, 7.335, 10.728], [6.456, 5.140, 10.754], [1.776, -11.837, 0.592], [0.705, 2.181, 0.112], [3.777, 8.378, -8.314], [6.689, 3.071, 8.431], [-8.032, -1.429, -5.035], [1.010, 3.110, -13.491], [0.580, 2.904, -3.868], [5.397, 4.613, 9.517], [-11.408, -5.416, -2.210], [9.372, 5.037, 10.399], [2.192, 4.561, -10.046], [-5.940, -2.547, 3.998], [-10.136, -0.920, -3.076], [1.384, 1.827, -2.831], [2.289, -12.306, -1.101], [5.009, 7.546, -7.516], [-1.918, -0.040, 5.411], [9.575, 4.181, 5.723], [4.011, 4.885, -12.621], [-0.953, 0.380, -0.657], [-4.376, 0.450, 7.025], [6.684, 5.928, 7.887], [3.217, -7.401, 0.556], [4.089, 5.360, -8.227]], "lowdin_charge": [-0.99, -0.24, -0.22, -0.19, -0.25, -0.22, -0.24, -0.11, -0.07, -0.17, -0.18, -0.05, -0.15, -0.26, -0.08, -0.06, -0.08, -0.11, -0.14, -0.10, -0.12, -0.28, -0.19, -0.16, -0.12, 0.04, 0.02, 0.03, -0.10, -0.16, -0.14, -0.24, -0.10, -0.18, 0.03, -0.10, -0.10, -0.25, -0.23, 0.07, -0.16, -0.12, -0.20, -0.09, -0.14, -0.07, -0.23, -0.10, -0.22, -0.18, -0.10, 0.05, -0.07, -0.11, -0.17, -0.11, -0.06, -0.08, -0.11, -0.13, -0.06, 0.07, 0.11, 0.13, 0.13, 0.10, 0.07, 0.11, 0.13, 0.08, 0.11, 0.10, 0.14, 0.12, 0.12, 0.11, 0.13, 0.08, 0.13, 0.12, 0.08, 0.12, 0.11, 0.14, 0.11, 0.13, 0.09, 0.12, 0.12, 0.12, 0.11, 0.09, 0.08, 0.08, 0.07, 0.13, 0.11, 0.13, 0.11, 0.13, 0.11, 0.08, 0.12, 0.14, 0.14, 0.13, 0.12, 0.13, 0.14, 0.07, 0.12, 0.10, 0.13, 0.12, 0.13, 0.14, 0.13, 0.13, 0.11, 0.12, 0.07, 0.11, 0.11, 0.11, 0.10, 0.12, 0.14, 0.12, 0.15, 0.11, 0.08, 0.12, 0.10, 0.14, 0.11, 0.12, 0.08, 0.11, 0.12, 0.12, 0.13, 0.12, 0.12, 0.12, 0.13, 0.11, 0.12, 0.08, 0.13, 0.08, 0.15, 0.08, 0.07, 0.12, 0.12, 0.11, 0.10, 0.12, 0.12, 0.11, 0.13, 0.13, 0.08, 0.14, 0.12, 0.12, 0.12, 0.14, 0.14, 0.13, 0.12, 0.13, 0.12, 0.10, 0.11, 0.12, 0.11, 0.12, 0.13, 0.10, 0.13]}

---

2.
{"formula": "C44H47MoN6P2Si2", "method": "the ωB97M-V functional and the def2-TZVPD basis", "multiplicity": 1, "lumo_energy_ev": -10.5379, "total_charge": 3, "elements": ["Mo", "P", "P", "Si", "Si", "N", "N", "N", "N", "N", "N", "C", "C", "C", "C", "C", "C", "C", "C", "C", "C", "C", "C", "C", "C", "C", "C", "C", "C", "C", "C", "C", "C", "C", "C", "C", "C", "C", "C", "C", "C", "C", "C", "C", "C", "C", "C", "C", "C", "C", "C", "C", "C", "C", "C", "H", "H", "H", "H", "H", "H", "H", "H", "H", "H", "H", "H", "H", "H", "H", "H", "H", "H", "H", "H", "H", "H", "H", "H", "H", "H", "H", "H", "H", "H", "H", "H", "H", "H", "H", "H", "H", "H", "H", "H", "H", "H", "H", "H", "H", "H", "H"], "coordinates": [[0.094, 0.154, 0.153], [0.010, -2.035, 1.485], [-2.376, -0.797, -0.231], [-1.540, 0.504, -2.955], [3.119, -1.400, 0.548], [0.011, 3.440, 3.915], [0.022, 1.646, 1.812], [-1.267, -0.140, -1.264], [4.585, 6.962, -5.575], [1.272, -1.175, 0.656], [2.193, 3.996, 3.483], [-3.723, 0.351, -0.028], [-3.943, -4.963, -1.088], [-1.074, 1.800, 2.577], [2.069, 3.460, -2.408], [-1.827, 2.337, -2.891], [3.431, -1.297, -1.274], [-2.523, -3.127, -1.713], [-0.954, -4.582, 1.309], [0.360, -2.217, 3.210], [-3.073, -0.314, -3.607], [-0.316, -6.145, -0.401], [-1.259, -0.858, 1.137], [-4.336, -4.291, 0.064], [0.239, -1.378, 5.457], [0.816, 1.731, -0.861], [4.043, 6.211, -4.896], [3.718, 3.919, -4.101], [1.099, 2.377, 2.078], [-3.029, -4.393, -1.965], [-0.153, -3.616, 0.694], [1.723, 4.824, -2.360], [-1.035, -5.846, 0.751], [0.466, -5.177, -1.019], [0.544, -3.904, -0.480], [-6.063, 0.893, 0.045], [-5.058, -0.054, -0.073], [0.967, -2.480, 5.892], [2.370, 5.722, -3.177], [1.387, -3.452, 4.993], [-2.948, -2.440, -0.579], [-5.745, 2.234, 0.198], [-0.068, -1.243, 4.115], [-1.056, 2.721, 3.611], [-3.408, 1.709, 0.095], [-4.416, 2.646, 0.218], [1.393, 2.543, -1.591], [-0.024, -0.003, -3.895], [1.087, -3.329, 3.647], [1.109, 3.274, 3.171], [3.562, -3.017, 1.313], [3.368, 5.272, -4.047], [3.074, 3.015, -3.289], [3.828, 0.046, 1.460], [-3.834, -3.029, 0.330], [2.136, 4.636, 4.260], [-2.944, -1.375, -3.820], [0.949, 5.162, -1.684], [1.408, -4.092, 2.949], [-0.366, -7.142, -0.821], [-7.099, 0.583, 0.008], [-3.341, 0.169, -4.551], [-4.132, -2.506, 1.232], [2.114, 6.772, -3.155], [2.985, -3.851, 0.911], [-0.103, 0.328, -4.933], [4.509, -1.260, -1.450], [3.730, 0.975, 0.896], [-2.849, 2.555, -2.574], [1.200, -2.585, 6.943], [1.943, -4.311, 5.344], [-1.942, 2.877, 4.215], [-1.139, 2.877, -2.243], [-1.645, -6.605, 1.224], [-5.037, -4.749, 0.749], [-1.493, -4.354, 2.221], [-3.932, -0.193, -2.942], [1.150, -3.147, -0.962], [3.060, 3.927, 2.981], [-0.101, -0.638, 6.168], [0.067, -1.092, -3.911], [-1.717, 2.737, -3.903], [1.020, -5.417, -1.916], [3.049, -2.161, -1.821], [3.459, -2.998, 2.399], [4.614, -3.215, 1.091], [-2.719, -4.930, -2.851], [1.952, 2.283, 1.425], [0.896, 0.415, -3.483], [4.492, 3.594, -4.783], [4.898, -0.141, 1.588], [3.336, 1.966, -3.328], [-2.375, 2.039, 0.060], [-5.317, -1.094, -0.214], [-1.943, 1.196, 2.369], [-1.807, -2.677, -2.389], [-0.665, -0.411, 3.772], [2.992, -0.391, -1.701], [-4.349, -5.944, -1.301], [3.401, 0.161, 2.459], [-4.175, 3.696, 0.312], [-6.535, 2.968, 0.286]], "lowdin_charge": [1.60, 0.85, 0.79, 0.41, 0.44, 0.17, -0.07, -0.38, 0.22, -0.37, 0.19, -0.30, -0.03, -0.15, -0.23, -0.15, -0.15, -0.08, -0.07, -0.31, -0.15, -0.02, -0.45, -0.04, -0.03, -0.17, -0.14, 0.02, -0.05, -0.04, -0.33, 0.01, -0.03, -0.04, -0.09, -0.03, -0.05, -0.02, 0.02, -0.03, -0.32, -0.02, -0.07, -0.07, -0.12, -0.04, -0.05, -0.15, -0.08, -0.33, -0.14, -0.17, 0.01, -0.16, -0.10, 0.13, 0.03, 0.13, 0.11, 0.13, 0.13, 0.06, 0.12, 0.14, 0.04, 0.06, 0.06, 0.03, 0.04, 0.13, 0.13, 0.13, 0.01, 0.13, 0.13, 0.13, 0.04, 0.08, 0.12, 0.12, 0.04, 0.06, 0.12, 0.04, 0.04, 0.07, 0.13, 0.09, 0.01, 0.14, 0.06, 0.12, 0.08, 0.10, 0.09, 0.10, 0.08, 0.01, 0.13, 0.04, 0.12, 0.13]}

---

3.
{"formula": "C4H5N3S", "method": "the ωB97M-V functional and the def2-TZVPD basis", "multiplicity": 1, "lumo_energy_ev": 0.2400, "total_charge": 0, "smiles": "N#CC1=NNC[C@H]1S", "elements": ["S", "N", "N", "N", "C", "C", "C", "C", "H", "H", "H", "H", "H"], "coordinates": [[-1.128, 1.885, -0.244], [-2.948, -1.562, -0.072], [0.423, -1.514, -0.298], [1.626, -0.922, -0.031], [-0.518, -0.721, -0.022], [-1.858, -1.137, -0.044], [1.352, 0.528, -0.067], [-0.080, 0.576, 0.483], [2.301, -1.092, -0.827], [1.322, 1.005, -1.051], [2.074, 1.070, 0.524], [-0.112, 0.515, 1.546], [-2.454, 1.369, 0.103]], "lowdin_charge": [0.74, 0.18, 0.10, -0.03, -0.42, -0.18, -0.20, -0.60, 0.15, 0.11, 0.11, 0.11, -0.05]}

---

4.
{"formula": "C3H10O2", "method": "the ωB97M-V functional and the def2-TZVPD basis", "multiplicity": 1, "lumo_energy_ev": 0.8467, "total_charge": 0, "smiles": "CCO.CO", "elements": ["O", "O", "C", "C", "C", "H", "H", "H", "H", "H", "H", "H", "H", "H", "H"], "coordinates": [[-0.695, -3.966, 3.466], [0.648, 3.303, -3.816], [0.540, 2.063, -3.084], [-0.548, -3.417, 4.778], [0.045, 2.288, -1.706], [0.681, 2.906, -1.065], [-0.918, 2.782, -1.594], [-1.015, -3.188, 2.960], [0.195, -4.001, 5.316], [-0.011, 1.366, -1.125], [1.403, 3.266, -4.394], [-0.253, -2.368, 4.797], [-0.115, 1.406, -3.656], [-1.476, -3.519, 5.353], [1.549, 1.636, -3.068]], "lowdin_charge": [-0.13, -0.09, -0.32, -0.17, -0.11, 0.08, 0.08, 0.08, 0.07, 0.07, 0.06, 0.07, 0.11, 0.07, 0.11]}

---

It is found that the energy above the lowest of the compared OMol25 structures with the same formula, charge and spin values, taken in the order of the records, are 0.576, 0.000, 2.445, 1.017 eV.
It is found that the frontier orbital gap values, taken in the order of the records, are 4.5, 5.4, 9.9, 11.2 eV.